Record 1
112
Properties=species:S:1:pos:R:3 method="wB97M-V/def2-TZVPD" charge=0 homo_energy_ev=-7.84 e_lumo_ev=-0.43
C -4.4604 -6.9739 -1.4581
C -5.3375 -5.6486 -1.8352
O -4.3749 -4.6394 -2.2540
B -4.9995 -3.5147 -2.8989
O -5.5590 -3.7567 -4.2396
Si -5.2082 -1.7234 -2.1741
C -4.9766 -0.4850 -3.6182
C -4.3216 0.9142 -3.2263
O -4.1941 1.3790 -2.0630
O -3.8809 1.7314 -4.3407
O -4.2962 -1.3853 -0.7391
Si -2.6179 -1.7942 -0.8548
Cl -2.1510 -3.7294 -0.0142
B -1.6709 -0.5113 0.3165
O -1.4187 -0.8871 1.7147
N -1.2213 0.8499 -0.1271
C -1.4345 1.8095 1.0367
C 0.2487 0.7712 -0.4621
P -1.7720 -1.6805 -2.8850
O -1.1113 -0.1394 -3.2341
O -0.6065 -2.9309 -2.9804
C -7.0904 -1.5812 -1.6485
F -7.3244 -2.7102 -0.7864
F -7.8243 -1.8635 -2.8741
C -7.4760 -0.1710 -0.9957
F -7.2066 0.9307 -1.8840
F -6.6896 0.1139 0.1783
C -9.0096 -0.0102 -0.5401
F -9.3244 1.3920 -0.6860
F -9.9483 -0.7016 -1.3417
C -9.2976 -0.3524 1.0073
F -8.7653 -1.5808 1.4461
F -8.9167 0.6989 1.8967
F -10.7257 -0.4513 1.1288
H -4.7250 -7.3921 -0.4254
H -3.3503 -6.6452 -1.4266
H -4.5115 -7.7713 -2.2938
H -5.8563 -5.3441 -0.8500
H -6.0961 -5.9397 -2.6391
H -6.5255 -3.9385 -4.0830
H -4.2466 -0.9813 -4.3707
H -5.9728 -0.3852 -4.1855
H -2.9901 2.0782 -4.1084
H -2.3042 -1.1419 2.0743
H -1.4645 2.8667 0.5881
H -0.5419 1.6989 1.7751
H -2.4207 1.5317 1.5761
H 0.9305 0.8082 0.4563
H 0.5043 -0.1723 -1.0860
H 0.4977 1.6639 -1.1577
H -1.5750 0.5766 -2.7236
H -0.9929 -3.7509 -3.3853
C 3.9475 1.2442 2.5471
C 2.7299 2.0615 2.8806
O 1.6310 1.5497 3.0739
N 2.8723 3.4116 2.9659
C 4.0695 4.2004 2.7748
H 3.6767 0.1882 2.5148
H 4.3361 1.5314 1.5678
H 4.7133 1.3812 3.3133
H 2.0133 3.8923 3.1929
H 4.2602 4.7576 3.6942
H 3.8857 4.9063 1.9621
H 4.9369 3.5866 2.5347
C 9.3473 2.0133 1.5190
C 8.1286 2.8281 1.8527
O 7.0314 2.3151 2.0456
N 8.2686 4.1808 1.9388
C 9.4657 4.9704 1.7478
H 9.0786 0.9571 1.4862
H 9.7356 2.3010 0.5396
H 10.1128 2.1513 2.2862
H 7.4084 4.6599 2.1660
H 9.6587 5.5279 2.6673
H 9.2838 5.6772 0.9346
H 10.3313 4.3562 1.5076
C -5.0371 -9.6539 2.4227
C -5.8347 -9.6335 1.1472
O -5.8370 -8.6652 0.3952
N -6.5709 -10.7351 0.8356
C -6.7005 -11.9673 1.5832
H -4.5056 -8.7081 2.5312
H -5.7024 -9.7767 3.2803
H -4.3024 -10.4618 2.3939
H -7.0778 -10.6456 -0.0340
H -6.3667 -12.7904 0.9473
H -7.7556 -12.1109 1.8266
H -6.1151 -11.9576 2.5003
C 0.1246 6.0801 2.9692
C 1.3849 6.8435 2.6627
O 2.4262 6.6585 3.2821
N 1.3464 7.7651 1.6610
C 0.2262 8.1277 0.8194
H 0.3129 5.3857 3.7888
H -0.6669 6.7680 3.2748
H -0.1893 5.5052 2.0946
H 2.2286 8.2355 1.5150
H 0.5047 7.9419 -0.2204
H 0.0307 9.1944 0.9502
H -0.6717 7.5625 1.0605
C 12.9837 3.1791 -1.6243
C 11.6362 2.5132 -1.5569
O 11.3120 1.7910 -0.6210
N 10.7627 2.7322 -2.5781
C 10.9525 3.5434 -3.7615
H 13.5642 2.9089 -0.7418
H 13.5258 2.8422 -2.5108
H 12.8662 4.2652 -1.6415
H 9.8810 2.2521 -2.4616
H 10.1788 4.3144 -3.7760
H 10.8332 2.9031 -4.6383
H 11.9332 4.0138 -3.7870

Record 2
95
Properties=species:S:1:pos:R:3 method="wB97M-V/def2-TZVPD" charge=-1 homo_energy_ev=-4.90 e_lumo_ev=1.15
C 6.5405 0.5109 2.3848
C 5.1723 -0.2555 2.5285
C 3.9116 0.6849 2.7170
C 3.9704 2.0450 1.9266
C 2.5939 2.3875 1.1845
C 1.3750 2.5117 2.1695
Nb -0.6918 2.3044 1.1546
I 0.3293 2.9475 -1.3961
C -2.7582 2.1015 0.1642
C -3.6039 0.8538 0.6748
C -4.0345 -0.1699 -0.4398
C -2.9927 -0.3510 -1.6063
C -3.5949 0.4040 -2.8905
C -2.4940 0.9912 -3.8343
O -2.0287 -0.1099 -4.6852
C -0.7213 -0.4393 -4.3195
C 0.4730 0.5606 -4.5533
O -0.5331 -1.5169 -3.8270
N -1.6146 1.8842 3.0659
C -0.9924 2.4252 4.0119
O -0.3989 2.8402 4.9179
P -1.2598 4.8162 1.6196
P 0.3129 6.1585 0.9758
O 0.2741 6.4056 -0.4917
O 1.8452 5.7595 1.5085
O -0.0317 7.6633 1.6849
B -0.1861 0.0770 0.8729
O 0.7693 -0.3774 -0.0896
O -0.7795 -0.9629 1.6552
C 0.0694 -1.2741 2.8031
H 7.4086 -0.0500 2.8104
H 6.7421 0.6430 1.2841
H 6.4828 1.5582 2.7915
H 5.2268 -0.9059 3.4485
H 4.9679 -0.9674 1.6814
H 3.7219 0.7934 3.8127
H 3.0290 0.1171 2.3032
H 4.1082 2.8753 2.6740
H 4.7544 2.0690 1.1249
H 2.4750 1.6048 0.3950
H 2.7684 3.3556 0.6357
H 1.4237 1.6350 2.8891
H 1.4020 3.4323 2.8047
H -3.3132 3.0234 0.5115
H -2.6820 2.2001 -0.9465
H -4.5590 1.2488 1.1285
H -3.1176 0.2737 1.5055
H -4.1276 -1.1747 0.0662
H -5.0518 0.0205 -0.8791
H -2.8399 -1.4081 -1.9356
H -1.9989 0.1295 -1.4273
H -4.1868 1.2723 -2.4756
H -4.3343 -0.2599 -3.4014
H -2.9208 1.8165 -4.4697
H -1.6577 1.3860 -3.1930
H 1.0255 0.7241 -3.5885
H 1.1411 0.0739 -5.3127
H 0.1003 1.5577 -4.8967
H -1.3528 5.0373 3.0396
H 1.8674 5.9750 2.4589
H 0.0236 7.5953 2.6552
H 0.4954 -0.1109 -0.9837
H 0.1460 -2.3866 2.8900
H 1.0666 -0.8042 2.5965
H -0.4174 -0.8233 3.7140
C -0.2309 -4.3764 -2.5644
C 0.0782 -5.6837 -1.8830
O -0.4467 -5.9946 -0.8327
C 1.0709 -6.5891 -2.5642
H -0.9564 -3.8169 -1.9738
H 0.6794 -3.7829 -2.6534
H -0.6552 -4.5651 -3.5525
H 2.0305 -6.0818 -2.6498
H 0.7017 -6.8695 -3.5533
H 1.2028 -7.4951 -1.9697
C -7.7610 -0.3018 4.0652
C -6.4005 -0.1817 3.4229
O -6.1877 -0.6162 2.3112
C -5.3186 0.5000 4.2175
H -8.4395 -0.8124 3.3812
H -7.6879 -0.8838 4.9860
H -8.1606 0.6914 4.2793
H -5.1346 -0.0450 5.1457
H -5.6100 1.5295 4.4356
H -4.4024 0.5110 3.6292
C 3.8341 -2.6786 -4.4099
C 4.0228 -4.0805 -3.8911
O 3.1019 -4.6990 -3.4023
C 5.4004 -4.6824 -4.0038
H 2.7964 -2.3758 -4.2637
H 4.4806 -1.9894 -3.8632
H 4.0634 -2.6426 -5.4769
H 6.1159 -4.0817 -3.4392
H 5.6987 -4.7350 -5.0526
H 5.3886 -5.6917 -3.5919

Record 3
97
Properties=species:S:1:pos:R:3 method="wB97M-V/def2-TZVPD" charge=0 relative_energy_kj_mol=71.1 homo_energy_ev=-9.20 smiles="CCOC(=O)OC.CCOC(=O)OC.CCOC(=O)OC.CN(C)C=O.CN(C)C=O.CN(C)C=O.BrCCBr.BrCCBr" e_lumo_ev=0.22
C 3.5830 -0.9556 4.1966
C 2.5100 0.0910 4.2882
O 2.3410 0.8954 3.1818
C 3.1499 1.9344 2.8672
O 4.1562 2.1853 3.4709
O 2.6709 2.4715 1.6558
C 3.3104 3.6052 1.0353
H 3.3618 -1.6146 3.3570
H 3.6872 -1.4690 5.1525
H 4.5661 -0.5834 3.9083
H 2.5755 0.5999 5.2498
H 1.7006 -0.6371 4.3420
H 3.1388 3.5334 -0.0388
H 4.3692 3.7028 1.2749
H 2.7589 4.5187 1.2575
C 1.1851 -3.7004 -0.9728
C 1.4448 -4.1514 -2.4888
O 0.5097 -5.0920 -3.0558
C 0.1873 -6.3557 -2.6909
O 0.6362 -7.0463 -1.7225
O -0.7747 -6.8296 -3.5206
C -1.1713 -8.2025 -3.5630
H 1.7110 -2.7865 -0.6966
H 1.6491 -4.5004 -0.3960
H 0.1660 -3.5711 -0.6085
H 2.4658 -4.5329 -2.5002
H 1.4044 -3.2056 -3.0292
H -2.2024 -8.0350 -3.8742
H -1.1153 -8.6959 -2.5927
H -0.6477 -8.7954 -4.3130
C -5.3573 -0.1681 1.1229
C -5.8636 -0.3178 -0.3224
O -4.7439 -0.6745 -1.1909
C -4.0751 0.2815 -1.9225
O -4.2616 1.5078 -1.9418
O -3.0873 -0.3802 -2.5348
C -2.3706 0.2044 -3.6539
H -4.7156 0.6978 1.2856
H -4.7274 -0.9854 1.4743
H -6.2153 -0.1615 1.7951
H -6.4386 0.5499 -0.6460
H -6.4588 -1.2301 -0.3622
H -1.6960 -0.4819 -4.1657
H -1.9700 1.1800 -3.3788
H -3.0910 0.4374 -4.4380
C -1.0965 -1.0767 -0.0953
N -0.5954 0.0708 0.5837
C -1.1681 0.4020 1.9342
C 0.4255 0.8747 0.1112
O 0.8775 0.7987 -1.0419
H -2.1619 -1.1465 -0.3148
H -0.8547 -2.0020 0.4275
H -0.7104 -1.1728 -1.1100
H -2.2296 0.5094 1.7112
H -0.9730 -0.3090 2.7371
H -0.7102 1.2785 2.3929
H 0.7592 1.6163 0.8534
C 1.0182 4.7083 4.5812
N -0.1195 4.1633 3.8680
C -0.9682 3.3046 4.6682
C -0.3831 4.4558 2.5988
O -1.3009 4.0106 1.9159
H 1.7365 5.1799 3.9104
H 1.4529 3.8234 5.0459
H 0.6772 5.4131 5.3395
H -1.2347 3.8104 5.5963
H -1.8035 2.9082 4.0910
H -0.4345 2.4197 5.0151
H 0.3831 5.1308 2.1870
C 0.8408 4.2305 -2.3852
N -0.2855 3.6824 -3.2115
C -1.4415 3.4134 -2.3078
C -0.2974 3.6519 -4.5802
O -1.2396 3.1511 -5.2069
H 0.5534 5.0999 -1.7939
H 1.7028 4.4464 -3.0164
H 1.3026 3.5108 -1.7092
H -1.3853 4.2360 -1.5949
H -2.3431 3.3658 -2.9184
H -1.1775 2.4525 -1.8661
H 0.6803 3.8432 -5.0489
Br 2.3289 -1.5062 -4.9829
C 1.7417 0.3794 -4.9212
C 2.4983 1.1125 -3.7922
Br 4.4272 1.1076 -4.3846
H 0.6768 0.3397 -4.6920
H 1.9415 0.7513 -5.9261
H 2.4200 0.5601 -2.8559
H 2.2691 2.1757 -3.7200
Br 2.9336 -4.6484 2.1025
C 0.9869 -4.2832 2.2325
C 0.5725 -3.9198 3.6690
Br -1.2797 -3.1930 3.5446
H 0.3728 -5.1430 1.9646
H 0.6450 -3.4879 1.5700
H 1.1198 -3.0669 4.0703
H 0.5943 -4.6703 4.4592